Computed, not measured: a cluster of 7 separate species, C48H102N10O12S in total at a distorted geometry, with ωB97M-V/def2-TZVPD.

Calculated values
- LUMO: -0.0119 hartree
- HOMO-LUMO gap: 0.29870 Eh
- Electronic energy: -101725.2252 eV
- Structure (SMILES): Cc1cnc2c(N=C=S)cc(CCN)cc2n1.COCCNCCOC.COCCNCCOC.COCCNCCOC.COCCNCCOC.COCCNCCOC.COCCNCCOC
- E_HOMO: -8.45 eV

Last columns: bonded neighbours and bond lengths (Å).
Cartesian coordinates (Å):
1 C -5.684 0.966 -1.605  C2 1.574, H18 1.132, H19 1.120, H20 1.128
2 C -4.332 0.161 -1.633  C1 1.574, C3 1.497, N17 1.360
3 C -3.536 0.074 -2.898  C2 1.497, N4 1.359, H21 1.127
4 N -2.359 -0.583 -3.068  C3 1.359, C5 1.392
5 C -2.012 -1.217 -1.878  N4 1.392, C6 1.514, C16 1.472
6 C -0.743 -2.042 -1.883  C5 1.514, N7 1.483, C10 1.460
7 N 0.087 -2.154 -3.107  C6 1.483, C8 1.238
8 C 0.650 -1.055 -3.199  N7 1.238, S9 1.614
9 S 1.278 0.408 -3.468  C8 1.614
10 C -0.261 -2.746 -0.697  C6 1.460, C11 1.505, H22 1.120
11 C -1.016 -2.655 0.602  C10 1.505, C12 1.562, C15 1.459
12 C -0.576 -3.333 1.938  C11 1.562, C13 1.593, H23 1.132, H24 1.124
13 C -0.930 -2.486 3.240  C12 1.593, N14 1.508, H25 1.123, H26 1.132
14 N 0.275 -2.378 4.140  C13 1.508, H27 1.028, H28 1.028
15 C -2.252 -1.880 0.605  C11 1.459, C16 1.506, H29 1.117
16 C -2.763 -1.158 -0.613  C5 1.472, C15 1.506, N17 1.395
17 N -3.949 -0.438 -0.473  C2 1.360, C16 1.395
18 H -5.948 1.098 -0.513  C1 1.132
19 H -5.611 1.974 -2.088  C1 1.120
20 H -6.506 0.319 -2.028  C1 1.128
21 H -3.950 0.608 -3.799  C3 1.127
22 H 0.678 -3.356 -0.720  C10 1.120
23 H 0.550 -3.451 1.940  C12 1.132
24 H -0.995 -4.369 2.065  C12 1.124
25 H -1.258 -1.435 3.022  C13 1.123
26 H -1.787 -2.971 3.797  C13 1.132
27 H -0.108 -2.446 5.092  N14 1.028
28 H 0.565 -1.393 4.074  N14 1.028
29 H -2.838 -1.796 1.553  C15 1.117
30 C -11.826 4.460 1.307  O31 1.418, H39 1.091, H40 1.093, H41 1.094
31 O -10.745 4.286 2.207  C30 1.418, C32 1.426
32 C -11.079 3.514 3.359  O31 1.426, C33 1.525, H42 1.095, H43 1.095
33 C -10.406 2.148 3.317  C32 1.525, N34 1.461, H44 1.094, H45 1.096
34 N -10.998 1.294 2.289  C33 1.461, C35 1.464, H46 1.012
35 C -10.232 0.079 2.009  N34 1.464, C36 1.534, H47 1.094, H48 1.095
36 C -8.807 0.241 1.465  C35 1.534, O37 1.421, H49 1.094, H50 1.096
37 O -8.742 0.776 0.150  C36 1.421, C38 1.419
38 C -8.816 2.192 0.085  O37 1.419, H51 1.093, H52 1.092, H53 1.092
39 H -11.534 5.213 0.574  C30 1.091
40 H -12.054 3.533 0.775  C30 1.093
41 H -12.719 4.818 1.829  C30 1.094
42 H -12.162 3.424 3.494  C32 1.095
43 H -10.688 4.062 4.222  C32 1.095
44 H -10.513 1.663 4.292  C33 1.094
45 H -9.338 2.314 3.132  C33 1.096
46 H -11.082 1.821 1.429  N34 1.012
47 H -10.807 -0.487 1.271  C35 1.094
48 H -10.199 -0.533 2.917  C35 1.095
49 H -8.377 -0.763 1.393  C36 1.094
50 H -8.153 0.797 2.146  C36 1.096
51 H -8.358 2.677 0.950  C38 1.093
52 H -9.856 2.507 -0.025  C38 1.092
53 H -8.285 2.519 -0.812  C38 1.092
54 C -4.057 2.890 7.607  O55 1.418, H63 1.091, H64 1.093, H65 1.094
55 O -2.957 2.701 8.481  C54 1.418, C56 1.426
56 C -3.268 1.914 9.629  O55 1.426, C57 1.524, H66 1.095, H67 1.095
57 C -2.598 0.546 9.552  C56 1.524, N58 1.461, H68 1.094, H69 1.096
58 N -3.216 -0.291 8.525  C57 1.461, C59 1.463, H70 1.012
59 C -2.459 -1.503 8.211  N58 1.463, C60 1.534, H71 1.094, H72 1.095
60 C -1.046 -1.335 7.638  C59 1.534, O61 1.423, H73 1.095, H74 1.095
61 O -1.009 -0.779 6.329  C60 1.423, C62 1.419
62 C -1.081 0.638 6.283  O61 1.419, H75 1.092, H76 1.092, H77 1.092
63 H -3.779 3.653 6.878  C54 1.091
64 H -4.299 1.971 7.067  C54 1.093
65 H -4.937 3.242 8.152  C54 1.094
66 H -4.348 1.824 9.786  C56 1.095
67 H -2.856 2.448 10.491  C56 1.095
68 H -2.686 0.048 10.522  C57 1.094
69 H -1.535 0.714 9.346  C57 1.096
70 H -3.317 0.249 7.675  N58 1.012
71 H -3.051 -2.057 7.477  C59 1.094
72 H -2.408 -2.128 9.109  C59 1.095
73 H -0.619 -2.339 7.542  C60 1.095
74 H -0.376 -0.790 8.312  C60 1.095
75 H -0.600 1.108 7.144  C62 1.092
76 H -2.120 0.962 6.201  C62 1.092
77 H -0.569 0.973 5.378  C62 1.092
78 C -0.439 4.381 -3.583  O79 1.420, H87 1.091, H88 1.093, H89 1.093
79 O -0.966 5.697 -3.498  C78 1.420, C80 1.425
80 C -1.577 6.144 -4.706  O79 1.425, C81 1.525, H90 1.095, H91 1.095
81 C -3.092 6.228 -4.554  C80 1.525, N82 1.463, H92 1.094, H93 1.096
82 N -3.691 4.896 -4.475  C81 1.463, C83 1.463, H94 1.012
83 C -5.095 4.894 -4.062  N82 1.463, C84 1.533, H95 1.094, H96 1.096
84 C -5.432 5.441 -2.669  C83 1.533, O85 1.421, H97 1.095, H98 1.096
85 O -4.950 4.641 -1.598  C84 1.421, C86 1.419
86 C -3.596 4.872 -1.243  O85 1.419, H99 1.093, H100 1.092, H101 1.092
87 H 0.171 4.205 -2.695  C78 1.091
88 H -1.240 3.636 -3.602  C78 1.093
89 H 0.198 4.267 -4.464  C78 1.093
90 H -1.295 5.526 -5.564  C80 1.095
91 H -1.195 7.153 -4.890  C80 1.095
92 H -3.512 6.759 -5.415  C81 1.094
93 H -3.300 6.816 -3.653  C81 1.096
94 H -3.167 4.335 -3.815  N82 1.012
95 H -5.428 3.852 -4.098  C83 1.094
96 H -5.682 5.437 -4.810  C83 1.096
97 H -6.523 5.427 -2.576  C84 1.095
98 H -5.136 6.487 -2.541  C84 1.096
99 H -3.299 5.914 -1.388  C86 1.093
100 H -2.938 4.206 -1.804  C86 1.092
101 H -3.477 4.625 -0.186  C86 1.092
102 C 2.700 -4.470 4.069  O103 1.419, H111 1.091, H112 1.094, H113 1.091
103 O 3.255 -3.923 2.883  C102 1.419, C104 1.425
104 C 4.297 -2.982 3.122  O103 1.425, C105 1.524, H114 1.095, H115 1.095
105 C 5.651 -3.549 2.711  C104 1.524, N106 1.461, H116 1.094, H117 1.096
106 N 6.082 -4.607 3.622  C105 1.461, C107 1.463, H118 1.012
107 C 7.230 -5.376 3.140  N106 1.463, C108 1.534, H119 1.094, H120 1.096
108 C 7.064 -6.165 1.836  C107 1.534, O109 1.422, H121 1.095, H122 1.096
109 O 6.164 -7.262 1.928  C108 1.422, C110 1.419
110 C 4.796 -6.919 1.772  O109 1.419, H123 1.093, H124 1.092, H125 1.092
111 H 1.796 -5.015 3.796  C102 1.091
112 H 3.394 -5.169 4.545  C102 1.094
113 H 2.423 -3.682 4.771  C102 1.091
114 H 4.306 -2.633 4.160  C104 1.095
115 H 4.083 -2.115 2.489  C104 1.095
116 H 6.394 -2.746 2.716  C105 1.094
117 H 5.552 -3.920 1.685  C105 1.096
118 H 5.313 -5.247 3.775  N106 1.012
119 H 7.480 -6.090 3.931  C107 1.094
120 H 8.089 -4.703 3.043  C107 1.096
121 H 8.039 -6.605 1.603  C108 1.095
122 H 6.815 -5.525 0.981  C108 1.096
123 H 4.652 -6.084 1.082  C110 1.093
124 H 4.349 -6.695 2.742  C110 1.092
125 H 4.273 -7.790 1.372  C110 1.092
126 C 5.304 5.246 -8.839  O127 1.418, H135 1.091, H136 1.093, H137 1.094
127 O 5.904 4.698 -7.677  C126 1.418, C128 1.426
128 C 6.354 5.682 -6.748  O127 1.426, C129 1.524, H138 1.095, H139 1.095
129 C 5.484 5.690 -5.496  C128 1.524, N130 1.461, H140 1.094, H141 1.096
130 N 4.155 6.229 -5.775  C129 1.461, C131 1.464, H142 1.012
131 C 3.188 6.018 -4.697  N130 1.464, C132 1.534, H143 1.094, H144 1.095
132 C 2.842 4.572 -4.321  C131 1.534, O133 1.425, H145 1.093, H146 1.096
133 O 2.120 3.865 -5.326  C132 1.425, C134 1.420
134 C 2.928 3.297 -6.345  O133 1.420, H147 1.093, H148 1.092, H149 1.092
135 H 5.176 4.440 -9.562  C126 1.091
136 H 4.321 5.668 -8.617  C126 1.093
137 H 5.944 6.011 -9.288  C126 1.094
138 H 6.416 6.677 -7.200  C128 1.095
139 H 7.368 5.391 -6.457  C128 1.095
140 H 5.966 6.302 -4.727  C129 1.094
141 H 5.429 4.658 -5.129  C129 1.096
142 H 3.792 5.797 -6.616  N130 1.012
143 H 2.262 6.510 -5.010  C131 1.094
144 H 3.538 6.545 -3.803  C131 1.095
145 H 2.172 4.618 -3.458  C132 1.093
146 H 3.714 3.998 -3.989  C132 1.096
147 H 3.904 2.977 -5.973  C134 1.093
148 H 3.046 4.001 -7.171  C134 1.092
149 H 2.407 2.424 -6.741  C134 1.092
150 C 7.186 -8.362 -1.514  O151 1.418, H159 1.091, H160 1.093, H161 1.094
151 O 8.153 -8.553 -2.534  C150 1.418, C152 1.426
152 C 7.666 -8.267 -3.843  O151 1.426, C153 1.524, H162 1.095, H163 1.095
153 C 8.296 -6.992 -4.392  C152 1.524, N154 1.461, H164 1.094, H165 1.096
154 N 7.793 -5.810 -3.695  C153 1.461, C155 1.463, H166 1.012
155 C 8.544 -4.587 -3.977  N154 1.463, C156 1.534, H167 1.094, H168 1.095
156 C 10.025 -4.550 -3.578  C155 1.534, O157 1.421, H169 1.094, H170 1.096
157 O 10.251 -4.557 -2.175  C156 1.421, C158 1.418
158 C 10.231 -5.841 -1.575  O157 1.418, H171 1.093, H172 1.092, H173 1.092
159 H 7.582 -8.787 -0.591  C150 1.091
160 H 6.992 -7.299 -1.347  C150 1.093
161 H 6.252 -8.879 -1.755  C150 1.094
162 H 6.573 -8.221 -3.875  C152 1.095
163 H 7.977 -9.103 -4.478  C152 1.095
164 H 8.065 -6.906 -5.458  C153 1.094
165 H 9.382 -7.090 -4.283  C153 1.096
166 H 7.822 -5.976 -2.697  N154 1.012
167 H 8.036 -3.780 -3.442  C155 1.094
168 H 8.457 -4.359 -5.045  C155 1.095
169 H 10.428 -3.597 -3.934  C156 1.094
170 H 10.618 -5.328 -4.073  C156 1.096
171 H 10.610 -6.619 -2.242  C158 1.093
172 H 9.222 -6.086 -1.236  C158 1.092
173 H 10.868 -5.809 -0.688  C158 1.092